1.
Density functional theory data (wB97M-V/def2-TZVPD) for a structure of composition C28H49N12O3SV.

XYZ file:
```
94
Properties=species:S:1:pos:R:3:forces:R:3:mulliken_charge:R:1
V 0.10272 0.20298 0.47730 0.2 1.0 0.0 1.8544
C 3.42862 2.04197 1.30379 0.2 0.0 0.1 -1.4929
C 2.81419 0.83243 2.04079 0.2 0.0 0.1 0.0991
N 1.37365 1.02873 2.33006 -0.1 -0.2 -0.2 0.1281
C 1.14599 2.25073 3.13427 0.1 -0.1 0.3 -0.9374
C -0.05675 3.08533 2.72410 -0.1 0.0 0.0 -0.8530
N -0.15806 3.25834 1.27908 -0.1 0.1 0.0 0.1151
C 0.64673 4.37076 0.76171 -0.1 0.1 0.0 -1.0770
C 2.15443 4.12292 0.83523 0.0 0.1 -0.1 -0.5312
N 2.49878 2.76408 0.44905 -0.4 -0.2 -0.3 0.5358
H 3.85211 2.75556 2.01777 0.0 -0.1 0.0 0.3634
H 4.27735 1.65912 0.73198 0.0 0.1 0.0 0.5697
H 2.89337 -0.05838 1.42346 0.0 0.0 0.0 -0.3975
H 3.39188 0.66854 2.95964 -0.1 0.0 0.0 0.6625
H 1.04167 0.23256 2.87007 0.2 0.1 0.1 0.2786
H 1.02787 1.99015 4.19167 0.0 0.0 -0.1 0.5487
H 2.04437 2.85720 3.07717 0.0 0.0 0.1 0.2583
H -0.96416 2.60079 3.07912 0.0 0.0 0.0 0.2545
H 0.00544 4.04849 3.25227 0.0 0.0 0.0 0.5213
H -1.12011 3.44509 1.01945 0.0 -0.1 0.0 0.2272
H 0.33810 4.53573 -0.27330 0.0 0.0 0.0 0.3599
H 0.43466 5.30277 1.30550 0.0 0.0 -0.1 0.5343
H 2.62984 4.85525 0.17173 0.0 0.0 0.1 0.4770
H 2.52702 4.35641 1.83970 -0.1 0.0 0.0 0.3555
H 1.63609 2.22847 0.36522 0.3 0.2 0.2 -1.0632
N 0.25455 2.22017 -1.81754 0.3 0.0 -0.1 -0.1605
N -0.65327 3.12042 -2.37987 0.0 0.1 0.1 -0.6009
C -1.98986 2.98902 -2.16075 0.4 -0.1 -0.1 0.5341
N -2.76869 3.83323 -2.84424 -0.2 -0.1 0.1 -0.3662
N -2.31919 2.04004 -1.28842 -0.5 0.3 -0.1 0.0051
N -3.65815 1.72624 -1.17798 0.7 -0.3 0.1 0.7227
O -3.88564 0.79109 -0.43606 -0.2 -0.1 0.1 -0.5631
O -4.53007 2.30979 -1.80289 -0.4 0.2 -0.2 -0.8230
H 1.06885 2.72751 -1.47793 -0.1 -0.1 -0.1 0.2067
H 0.54871 1.52645 -2.50260 0.0 0.1 0.1 0.2422
H -0.34241 3.73693 -3.12096 -0.1 -0.1 0.1 0.1671
H -2.36910 4.47660 -3.50413 0.0 0.0 0.0 0.1505
H -3.76963 3.70283 -2.77560 0.1 0.1 0.0 0.2448
C -1.89078 -2.11895 -3.95317 0.0 -0.1 0.0 -0.9459
N -2.39637 -1.92834 -2.59696 0.0 0.1 -0.1 0.2908
C -3.66154 -2.53638 -2.20790 -0.1 0.0 0.0 -0.9715
C -1.69345 -1.25805 -1.73078 0.2 0.0 0.2 0.0039
N -1.07025 -0.66236 -0.96116 -0.3 -0.3 -0.4 -0.1002
H -2.54755 -1.61760 -4.66522 0.0 0.0 0.0 0.3449
H -1.84512 -3.18504 -4.17688 0.0 0.0 0.0 0.3521
H -0.88321 -1.71561 -4.01672 0.0 0.0 0.0 0.2239
H -4.39814 -2.34864 -2.98908 0.0 0.0 0.0 0.3441
H -4.01178 -2.08266 -1.28354 0.0 0.0 0.0 0.2956
H -3.54047 -3.61241 -2.07281 0.0 0.0 0.0 0.2984
N -5.26486 -1.89570 4.63409 -0.3 0.2 0.2 -0.3270
C -4.87999 -0.62259 4.42347 0.7 -0.4 -0.6 0.0924
S -5.56910 0.67779 5.10926 -0.2 0.2 0.3 -0.3383
C -3.68329 -0.49024 3.49602 -0.5 0.0 0.4 1.1476
C -2.78074 -1.52841 3.29479 0.2 0.0 -0.1 -1.1221
C -1.68717 -1.31811 2.47511 0.0 0.2 0.1 -0.6534
N -1.46164 -0.14865 1.86030 -0.2 -0.2 0.2 0.5949
C -2.35250 0.83094 2.02683 -0.4 -0.2 0.2 -1.3890
C -3.46153 0.70859 2.84234 0.2 0.1 -0.2 -0.8939
H -6.07675 -2.04808 5.21255 0.0 0.0 0.0 0.2339
H -4.97532 -2.64524 4.03349 0.1 0.0 -0.1 0.1862
H -2.87117 -2.48450 3.78718 -0.1 0.0 0.1 0.4573
H -0.95322 -2.09558 2.31115 0.0 0.0 0.0 0.1566
H -2.18534 1.73293 1.46219 0.0 0.1 -0.1 0.8048
H -4.15047 1.53094 2.95998 0.0 0.0 0.0 0.4161
C 3.49297 0.67589 -1.88540 0.0 0.1 0.0 -1.4196
C 3.21147 -0.46466 -2.84483 -0.1 0.1 0.0 0.6522
C 4.54078 -1.16669 -3.14983 0.0 0.0 0.0 -1.5767
C 2.20597 -1.52175 -2.40400 0.0 -0.2 -0.3 -0.2193
C 1.86081 -2.45397 -3.37848 0.0 0.0 0.0 -0.6993
C 1.12446 -3.58743 -3.08689 0.0 0.1 0.1 -1.6098
C 0.82998 -3.85299 -1.76002 0.1 0.1 0.0 -0.6832
C 1.15591 -2.96223 -0.73823 0.0 -0.3 -0.2 0.6542
C 0.89662 -3.43047 0.69718 -0.1 0.0 0.0 1.1836
C 1.34397 -4.89183 0.86751 0.0 0.0 0.0 -1.6707
C 1.58757 -2.64984 1.81245 0.1 0.1 0.1 -2.1792
C 1.69804 -1.71295 -1.10760 -0.4 0.6 0.6 0.6617
O 1.63749 -0.67358 -0.23807 0.5 -0.6 -0.2 0.2587
H 4.21717 1.35938 -2.33080 0.0 0.0 0.0 0.4617
H 3.91371 0.30539 -0.95351 0.0 -0.1 0.0 0.2206
H 2.61367 1.24823 -1.61455 0.0 0.0 0.0 0.0831
H 2.84297 -0.04172 -3.78791 0.0 0.0 0.0 0.4581
H 4.93271 -1.62644 -2.24129 0.0 0.0 0.0 0.3731
H 5.27910 -0.45185 -3.51222 0.0 0.1 0.0 0.4468
H 4.43203 -1.95000 -3.89592 0.0 0.0 0.0 0.4188
H 2.19837 -2.27991 -4.39413 0.0 0.0 0.0 0.5314
H 0.84330 -4.28085 -3.86572 0.0 -0.1 -0.1 0.4983
H 0.33515 -4.78044 -1.51190 0.0 -0.1 0.0 0.3344
H -0.18865 -3.40466 0.87290 0.0 0.0 0.0 0.1547
H 2.40113 -4.99036 0.61823 0.0 0.0 0.0 0.4074
H 0.79168 -5.59087 0.24653 0.0 0.0 0.0 0.3237
H 1.21045 -5.20635 1.90269 0.0 0.0 0.0 0.4918
H 2.66928 -2.63040 1.66228 0.0 0.0 0.0 0.4471
H 1.39354 -3.14732 2.76545 0.0 0.0 0.0 0.5207
H 1.26821 -1.61372 1.90371 0.0 -0.1 0.0 0.4228
```
Forces are in eV/Å.

Values from the calculation:
Energy above the lowest of the compared OMol25 structures with the same formula, charge and spin in kcal per mole: 0.0
Multiplicity: 4
Net charge: +1

---

2.
Density functional theory data (wB97M-V/def2-TZVPD) for a structure of composition C30H16BrF5N4O5S4W.

XYZ file:
```
66
Properties=species:S:1:pos:R:3:forces:R:3:mulliken_charge:R:1
W -1.19121 0.86885 1.18370 0.1 0.0 0.7 0.7869
C 4.51750 -0.36536 -6.52457 0.0 0.0 0.0 -0.8813
O 4.37524 0.04105 -5.16405 0.0 0.1 -0.1 -0.4118
C 4.30637 -0.90575 -4.22128 0.0 -0.1 0.1 0.8426
C 4.28489 -0.44598 -2.89544 0.0 0.0 -0.1 -0.9133
C 4.19669 -1.32848 -1.84667 0.0 -0.1 0.0 0.0023
C 4.14079 -2.70933 -2.09759 0.1 0.3 -0.2 -0.1219
C 4.23272 -3.15999 -3.41231 0.0 0.0 0.1 -0.4257
C 4.28458 -2.27766 -4.47531 0.0 0.1 0.0 -0.4570
N 4.08569 -3.74588 -1.14184 -0.1 -0.3 0.1 -0.1839
N 3.56040 -3.64301 -0.02667 0.1 0.1 0.1 -0.6917
C 2.85742 -2.49479 0.42694 -0.1 -0.1 0.0 0.0691
C 3.30168 -1.80315 1.53077 0.0 0.0 0.0 -0.5887
C 2.55493 -0.75287 2.09461 0.0 0.1 -0.1 -0.7934
C 1.34849 -0.43361 1.53754 0.0 -0.2 0.0 0.7878
O 0.46082 0.49195 2.02389 0.0 0.1 -0.1 -0.3685
C 0.84846 -1.15255 0.44653 0.0 0.0 0.1 0.7867
N -0.39424 -0.76908 0.01344 0.0 -0.1 0.0 0.0562
C -0.93053 -1.42889 -1.01222 0.0 0.0 0.0 0.0255
C -0.27704 -2.48600 -1.63761 0.1 -0.1 0.0 -1.3755
C 0.97223 -2.87649 -1.20686 0.0 0.0 0.0 -0.6959
C 1.57552 -2.19931 -0.13303 0.0 0.0 0.0 0.1453
H 4.58178 0.55004 -7.10276 0.0 0.0 0.0 0.2378
H 3.65167 -0.94326 -6.85221 0.0 0.0 0.0 0.3593
H 5.42855 -0.94883 -6.66256 0.0 0.0 0.0 0.3757
H 4.37567 0.61847 -2.72429 0.0 0.0 0.0 0.5023
H 4.23508 -0.94000 -0.83930 0.0 0.0 0.0 0.5188
H 4.26329 -4.22842 -3.58289 0.0 0.0 0.0 0.4942
H 4.34485 -2.66098 -5.48263 0.0 0.0 0.0 0.4503
H 4.25276 -2.07519 1.96856 0.0 0.0 0.0 0.4886
H 2.92602 -0.21344 2.95575 0.0 0.0 0.0 0.5900
H -1.91395 -1.11822 -1.33843 0.0 0.0 0.0 0.5664
H -0.76800 -2.99047 -2.45674 0.0 0.0 0.0 0.4687
H 1.48532 -3.70152 -1.68406 0.0 0.0 0.0 0.6657
O -2.04735 5.31377 5.56011 0.0 0.0 0.1 -0.4811
C -1.88132 4.41392 4.61315 0.0 0.0 -0.1 0.8770
C -1.92311 4.69283 3.23954 0.0 0.1 0.0 -0.6610
C -1.72015 3.67296 2.35905 0.0 0.0 0.0 -0.4169
N -1.47909 2.38509 2.72383 -0.1 0.0 0.0 0.0902
C -1.47764 2.13077 4.05688 0.0 -0.1 -0.1 0.1006
Br -1.24959 0.36332 4.64417 0.0 0.0 0.0 -0.0110
C -1.65899 3.09396 5.01196 0.0 0.0 0.1 -0.4900
H -2.20581 6.20416 5.21735 0.0 0.0 0.0 0.3351
H -2.11069 5.69176 2.86963 0.0 0.0 0.0 0.3880
H -1.74867 3.86820 1.29697 0.0 0.0 0.0 0.3944
H -1.64401 2.84208 6.06215 0.0 0.0 0.0 0.5129
O -1.42930 4.86087 -4.51774 0.0 0.0 0.0 -0.4102
C -1.39712 4.19947 -3.54207 0.0 0.0 0.0 0.5552
S 0.05995 4.07531 -2.48316 0.0 0.0 0.0 -0.0334
C -0.65358 2.98302 -1.35844 0.2 0.0 0.1 0.2868
C -1.96615 2.59405 -1.57421 -0.2 -0.1 0.0 0.2356
S -2.72816 1.55291 -0.47654 -0.3 0.2 -0.3 -0.2846
S -2.78611 3.21212 -2.96436 0.0 0.0 0.0 -0.0470
S 0.22443 2.37197 -0.03858 0.2 0.1 -0.3 -0.2013
F -6.99961 -2.98678 3.20291 0.0 0.0 0.0 -0.2481
C -5.95234 -2.27572 2.84409 0.0 0.0 0.0 0.4857
C -4.90658 -2.88548 2.15978 0.0 0.0 0.0 0.0304
F -4.96114 -4.17101 1.86521 0.0 0.0 0.0 -0.2604
C -3.81012 -2.13250 1.78985 0.1 0.1 0.0 0.4277
F -2.78759 -2.68256 1.13227 0.0 0.0 0.0 -0.1887
C -3.75344 -0.78001 2.09453 -0.2 0.0 0.0 -0.1977
O -2.66473 -0.05071 1.75309 0.2 -0.3 0.0 0.1244
C -4.80048 -0.17666 2.77518 0.1 0.0 0.0 0.0856
F -4.71719 1.12116 3.06518 0.0 0.0 0.0 -0.2582
C -5.90082 -0.92223 3.15342 0.0 0.0 0.0 0.2109
F -6.89785 -0.35190 3.80436 0.0 0.0 0.0 -0.2629
```
Forces are in eV/Å.

Values from the calculation:
Energy above the lowest of the compared OMol25 structures with the same formula, charge and spin in kcal per mole: 0.0
Net charge: +2

---

3.
Density functional theory data (wB97M-V/def2-TZVPD) for an isolated molecule of C13H13NS.

XYZ file:
```
28
Properties=species:S:1:pos:R:3:forces:R:3:mulliken_charge:R:1
C 0.46836 0.71454 -0.05336 2.0 0.8 -1.3 1.1827
C 4.76989 0.79361 -0.01919 -1.8 -0.6 -1.8 -0.3522
C 3.92231 0.88926 -1.09394 2.3 3.8 0.6 -0.6782
C 4.53611 -0.25950 0.96109 -1.5 1.3 -2.1 -0.3794
C 2.63271 0.24986 -1.09048 -1.5 -1.4 1.4 0.3782
C 3.42318 -1.02655 0.92115 1.6 3.1 -2.2 -0.7854
C 2.50325 -0.91354 -0.16210 -1.5 -2.2 -0.1 0.0164
C -3.60486 -1.31783 -1.06496 -1.7 1.8 -0.8 -0.7531
C -2.45244 -1.09694 -0.40937 -0.2 -3.0 0.1 -0.2840
C -1.33213 -0.13309 1.64138 0.2 0.6 1.5 -0.8784
C -0.56532 0.23991 0.47152 -1.3 -1.3 0.3 -0.5024
C -2.00505 0.11838 0.28907 -1.0 -1.4 0.8 1.4122
C -2.83757 1.34058 0.19380 0.0 -1.7 0.6 -1.9056
N 1.46685 1.12225 -0.59119 1.3 1.6 0.2 -0.5910
S 1.21766 -2.01877 -0.29439 1.7 1.2 -0.2 -0.1714
H 5.56830 1.50281 0.03682 0.7 -0.1 0.2 0.3948
H 4.14209 1.76383 -1.85617 -0.7 -2.0 1.4 0.2171
H 5.30208 -0.44680 1.61468 1.5 -0.5 1.9 0.4702
H 2.32815 -0.00484 -2.04651 -0.6 -0.7 -2.0 0.3570
H 3.44781 -1.75483 1.59285 -0.9 -3.3 2.6 0.5666
H -3.88931 -2.19344 -1.74374 0.7 1.1 1.6 0.2656
H -4.43799 -0.46449 -1.06049 2.0 -1.8 -0.3 0.0957
H -1.79626 -2.01807 -0.19602 -0.6 1.5 -0.8 0.0893
H -1.29377 -1.10680 2.17665 0.2 0.7 -0.9 0.2061
H -1.27614 0.74784 2.29408 -0.8 -0.5 0.3 0.2456
H -2.63679 1.76982 -0.70615 0.1 1.5 -2.7 0.4211
H -2.49143 1.95531 0.94454 0.4 1.8 1.6 0.4507
H -3.87691 1.13889 0.31090 -0.8 -0.1 0.1 0.5117
```
Forces are in eV/Å.

Values from the calculation:
Energy above the lowest of the compared OMol25 structures with the same formula, charge and spin in kcal per mole: 151.4
SMILES: C=C[C@@]1(C)CC1=C=N[C@H]1C=CC=CC1=S

---

So what do the calculations give for largest force on an atom? Going down the list: 1.0 0.7 4.5 eV/A.